(1)
{
  "formula": "C10H16",
  "method": "wB97M-V/def2-TZVPD",
  "species": ["C", "C", "C", "C", "C", "C", "C", "C", "H", "H", "H", "H", "H", "H", "H", "H", "H", "H", "C", "C", "H", "H", "H", "H", "H", "H"],
  "positions_angstrom": [[2.251, -2.264, 1.233], [1.383, -0.915, 1.169], [0.275, -1.067, 0.256], [-0.230, 0.174, -0.299], [-1.398, 0.346, -1.084], [-1.874, -0.880, -1.682], [-1.473, -2.021, -1.019], [-0.477, -2.176, -0.114], [1.699, -3.206, 1.594], [3.326, -2.077, 1.857], [2.533, -2.468, 0.180], [1.136, -0.844, 2.215], [1.859, 0.100, 0.960], [0.189, 1.102, -0.156], [-1.482, 1.462, -1.486], [-2.638, -0.864, -2.455], [-2.068, -2.947, -0.879], [-0.349, -3.109, 0.460], [0.363, 3.732, 1.141], [0.193, 3.632, -0.376], [-0.055, 4.563, 1.600], [0.020, 2.721, 1.610], [1.504, 3.717, 1.311], [-0.776, 2.991, -0.417], [0.993, 2.982, -0.613], [0.028, 4.508, -1.126]],
  "forces_ev_per_a": [[2.5, 0.9, 0.1], [2.4, -1.2, 1.5], [-2.5, 2.9, -1.9], [-1.9, -2.1, -0.1], [2.3, -0.4, -2.3], [-0.5, 2.4, 1.4], [-2.0, -2.6, 0.1], [2.0, 0.8, 2.2], [0.7, 1.8, -0.2], [-3.2, -0.7, -1.6], [0.2, -0.2, 0.6], [-1.0, 0.4, 0.5], [0.3, -1.7, 0.1], [1.6, 1.5, 1.1], [-0.6, -2.8, 0.7], [0.0, -0.2, 0.3], [-0.2, 0.6, -1.8], [-0.1, 0.3, -0.7], [2.8, -2.5, 0.0], [-3.5, -0.5, -0.3], [-0.9, 1.3, 1.0], [0.3, 2.0, -0.7], [-1.7, 0.4, 0.3], [1.5, 1.2, -0.7], [0.7, -0.4, -1.4], [0.7, -1.3, 1.9]],
  "nbo_charge": [-0.613, -0.437, -0.023, -0.209, -0.204, -0.216, -0.229, -0.213, 0.217, 0.213, 0.207, 0.221, 0.222, 0.194, 0.223, 0.218, 0.216, 0.210, -0.599, -0.623, 0.208, 0.207, 0.193, 0.193, 0.203, 0.225],
  "lumo_ev": 0.86,
  "energy_ev": -10626.2961,
  "e_above_lowest_kj_mol": 332.6,
  "smiles": "CCc1ccccc1.CC",
  "fmax_ev_per_a": 4.30,
  "gap_ev": 9.48
}

---

(2)
{
  "formula": "C6H12",
  "method": "wB97M-V/def2-TZVPD",
  "species": ["C", "C", "C", "C", "C", "C", "H", "H", "H", "H", "H", "H", "H", "H", "H", "H", "H", "H"],
  "positions_angstrom": [[1.645, -0.183, 0.257], [0.971, -0.283, -1.109], [-0.117, 0.786, -1.310], [-1.333, 0.529, -0.463], [-1.631, 1.182, 0.658], [-0.489, -1.507, 2.102], [0.916, -0.218, 1.084], [2.177, 0.770, 0.359], [2.368, -0.991, 0.412], [1.729, -0.173, -1.895], [0.530, -1.280, -1.241], [-0.407, 0.813, -2.368], [0.299, 1.772, -1.065], [-1.987, -0.280, -0.797], [-1.002, 1.992, 1.024], [-2.508, 0.938, 1.252], [-1.369, -1.604, 1.429], [0.209, -2.264, 1.671]],
  "forces_ev_per_a": [[0.0, 0.0, 0.0], [0.0, -0.1, 0.0], [0.0, 0.1, 0.0], [0.0, 0.1, 0.1], [0.0, -0.1, -0.1], [-0.1, -0.3, -0.3], [0.1, 0.0, -0.1], [-0.1, -0.1, 0.0], [-0.1, 0.1, 0.0], [-0.1, 0.0, 0.1], [0.1, 0.1, 0.0], [0.0, 0.0, 0.2], [-0.1, -0.1, 0.0], [0.1, 0.1, 0.1], [-0.1, -0.1, -0.1], [0.1, 0.0, -0.1], [0.1, 0.1, 0.2], [-0.1, 0.2, 0.1]],
  "nbo_charge": [-0.603, -0.390, -0.443, -0.181, -0.389, -0.193, 0.209, 0.208, 0.213, 0.206, 0.195, 0.214, 0.203, 0.194, 0.194, 0.204, 0.081, 0.077],
  "lumo_ev": [-0.73, -0.72],
  "energy_ev": -6411.3119,
  "e_above_lowest_kj_mol": 543.1,
  "fmax_ev_per_a": 0.42,
  "gap_ev": [8.65, 8.77]
}

---

(3)
{
  "formula": "C36H90F4K3N2O32P6S4",
  "method": "wB97M-V/def2-TZVPD",
  "species": ["K", "K", "K", "N", "S", "O", "O", "F", "S", "O", "O", "F", "N", "S", "O", "O", "F", "S", "O", "O", "F", "C", "C", "O", "P", "O", "O", "C", "C", "O", "C", "C", "H", "H", "H", "H", "H", "H", "H", "H", "H", "H", "H", "H", "H", "H", "H", "C", "C", "O", "P", "O", "O", "C", "C", "O", "C", "C", "H", "H", "H", "H", "H", "H", "H", "H", "H", "H", "H", "H", "H", "H", "H", "C", "C", "O", "P", "O", "O", "C", "C", "O", "C", "C", "H", "H", "H", "H", "H", "H", "H", "H", "H", "H", "H", "H", "H", "H", "H", "C", "C", "O", "P", "O", "O", "C", "C", "O", "C", "C", "H", "H", "H", "H", "H", "H", "H", "H", "H", "H", "H", "H", "H", "H", "H", "C", "C", "O", "P", "O", "O", "C", "C", "O", "C", "C", "H", "H", "H", "H", "H", "H", "H", "H", "H", "H", "H", "H", "H", "H", "H", "C", "C", "O", "P", "O", "O", "C", "C", "O", "C", "C", "H", "H", "H", "H", "H", "H", "H", "H", "H", "H", "H", "H", "H", "H", "H"],
  "positions_angstrom": [[-6.900, -0.119, -0.234], [-0.275, 6.339, 5.025], [-3.608, 6.296, 1.421], [-1.572, 3.306, 2.499], [-0.336, 2.312, 1.756], [-0.663, 1.985, 0.378], [0.431, 1.391, 2.584], [0.760, 3.523, 1.634], [-2.439, 2.138, 2.880], [-2.158, 1.338, 4.020], [-3.040, 1.435, 1.757], [-3.642, 3.093, 3.415], [-3.320, 7.951, 7.416], [-3.930, 9.572, 7.380], [-4.511, 10.058, 8.632], [-4.537, 9.892, 6.076], [-2.496, 10.385, 7.361], [-4.627, 7.266, 7.351], [-5.114, 6.952, 5.994], [-5.603, 7.374, 8.455], [-4.009, 5.812, 7.676], [-0.510, 0.527, -9.148], [-1.041, 1.544, -8.081], [-0.555, 2.840, -8.252], [0.930, 3.358, -7.776], [1.874, 2.284, -7.479], [1.320, 4.340, -8.970], [2.001, 3.974, -10.084], [0.944, 4.120, -11.171], [0.456, 4.319, -6.567], [0.161, 3.787, -5.276], [-0.405, 4.929, -4.437], [-0.760, 0.867, -10.153], [0.572, 0.438, -9.059], [-0.988, -0.411, -8.868], [-2.107, 1.656, -8.278], [-0.967, 1.224, -7.042], [2.813, 4.650, -10.351], [2.376, 2.953, -10.013], [1.300, 3.860, -12.168], [0.123, 3.486, -10.835], [0.503, 5.116, -11.184], [-0.396, 2.850, -5.304], [1.083, 3.477, -4.783], [-1.162, 5.489, -4.987], [-0.812, 4.653, -3.464], [0.389, 5.626, -4.168], [-6.601, 0.540, 8.579], [-6.228, 0.130, 7.206], [-7.344, -0.479, 6.624], [-8.132, 0.062, 5.335], [-7.256, 0.406, 4.176], [-9.058, 1.345, 5.861], [-8.763, 2.735, 5.506], [-10.054, 3.312, 4.958], [-9.218, -1.145, 5.000], [-9.809, -1.896, 6.050], [-9.230, -3.313, 5.849], [-5.681, 0.971, 8.976], [-7.458, 1.213, 8.614], [-6.791, -0.269, 9.284], [-5.984, 1.070, 6.711], [-5.361, -0.517, 7.072], [-8.552, 3.378, 6.361], [-7.919, 2.816, 4.821], [-9.991, 4.384, 5.148], [-10.263, 3.208, 3.894], [-10.961, 2.915, 5.413], [-9.532, -1.606, 7.063], [-10.892, -1.926, 5.929], [-9.487, -3.900, 6.730], [-9.569, -3.958, 5.039], [-8.140, -3.320, 5.865], [6.894, 4.404, 1.146], [8.194, 4.429, 0.329], [7.877, 4.575, -1.023], [8.858, 5.418, -2.035], [10.135, 4.788, -2.320], [9.042, 6.893, -1.345], [9.928, 7.883, -1.823], [10.452, 8.657, -0.653], [7.931, 5.703, -3.337], [7.731, 4.684, -4.363], [7.102, 3.328, -3.854], [6.423, 5.387, 1.110], [6.114, 3.703, 0.850], [7.086, 4.201, 2.200], [8.746, 5.278, 0.733], [8.670, 3.466, 0.518], [10.716, 7.438, -2.432], [9.264, 8.543, -2.381], [10.768, 7.980, 0.140], [11.313, 9.271, -0.916], [9.729, 9.339, -0.205], [7.220, 5.009, -5.269], [8.732, 4.468, -4.737], [6.628, 2.752, -4.648], [7.891, 2.821, -3.298], [6.258, 3.535, -3.197], [-5.304, -8.026, 3.036], [-4.443, -7.403, 1.901], [-3.480, -6.502, 2.431], [-3.893, -4.969, 2.945], [-4.557, -4.064, 2.020], [-4.546, -5.178, 4.427], [-3.665, -5.736, 5.461], [-4.483, -5.877, 6.724], [-2.466, -4.351, 3.395], [-1.462, -4.251, 2.445], [-0.083, -4.338, 3.174], [-5.896, -8.840, 2.618], [-4.703, -8.348, 3.886], [-5.941, -7.189, 3.323], [-3.884, -8.128, 1.310], [-5.020, -6.765, 1.233], [-3.364, -6.719, 5.099], [-2.832, -5.037, 5.540], [-3.955, -6.223, 7.613], [-4.964, -4.921, 6.932], [-5.252, -6.629, 6.545], [-1.524, -4.960, 1.619], [-1.554, -3.280, 1.957], [0.747, -4.615, 2.523], [0.018, -3.357, 3.639], [-0.199, -5.155, 3.886], [2.322, -3.728, -4.521], [1.244, -3.632, -5.587], [0.334, -4.669, -5.454], [-0.781, -4.685, -4.259], [-0.111, -4.985, -2.934], [-1.518, -3.217, -4.390], [-1.314, -2.280, -3.367], [-2.788, -1.901, -3.085], [-1.855, -5.722, -4.783], [-3.025, -6.052, -4.036], [-2.822, -7.400, -3.360], [2.028, -3.383, -3.530], [2.684, -4.746, -4.382], [3.152, -3.054, -4.732], [0.875, -2.606, -5.604], [1.626, -3.689, -6.606], [-0.811, -2.724, -2.507], [-0.675, -1.451, -3.671], [-2.825, -1.188, -2.261], [-3.332, -1.582, -3.974], [-3.283, -2.791, -2.698], [-3.304, -5.319, -3.279], [-3.850, -6.111, -4.745], [-2.493, -8.166, -4.062], [-2.163, -7.324, -2.495], [-3.746, -7.661, -2.843], [5.104, -5.754, 0.087], [6.127, -5.646, 1.169], [7.009, -4.585, 0.850], [6.705, -3.120, 1.399], [6.127, -3.002, 2.765], [5.746, -2.540, 0.278], [5.406, -1.138, 0.238], [4.394, -0.906, -0.873], [8.092, -2.396, 1.123], [8.898, -2.485, -0.049], [8.264, -2.396, -1.444], [4.394, -4.927, 0.122], [5.596, -5.794, -0.885], [4.523, -6.674, 0.154], [5.755, -5.627, 2.193], [6.812, -6.494, 1.159], [4.978, -0.886, 1.208], [6.302, -0.587, -0.049], [3.702, -1.732, -1.034], [3.933, 0.070, -0.718], [4.945, -0.867, -1.812], [9.512, -1.585, -0.039], [9.521, -3.377, 0.025], [7.733, -3.316, -1.686], [7.625, -1.526, -1.287], [8.954, -2.141, -2.248]],
  "forces_ev_per_a": [[0.2, -0.2, 0.4], [-0.2, -0.2, 0.4], [-0.1, -0.3, 0.2], [5.0, 0.2, -1.9], [3.3, 1.0, -1.6], [0.4, 0.6, 2.2], [-2.2, 1.3, -1.1], [-1.1, -0.2, 0.0], [-6.8, -3.2, 1.6], [0.7, 0.3, 0.1], [0.5, 0.7, 0.7], [-0.1, 0.1, -0.1], [2.6, 6.4, 0.3], [0.8, 2.9, 0.4], [1.0, -1.3, -2.7], [1.2, -0.7, 2.6], [-1.1, -1.3, -0.3], [-6.6, -7.9, 0.1], [0.2, 1.3, 1.5], [1.8, 0.8, -2.6], [0.4, -0.4, 0.2], [0.0, 0.9, 1.6], [-0.7, -1.1, -1.2], [1.8, 1.4, 0.0], [-2.0, -0.2, -0.4], [0.1, 0.1, 0.2], [-1.1, 1.0, 4.7], [0.3, -0.5, -3.2], [-0.3, -0.6, -0.2], [0.9, 0.0, -1.2], [0.8, 0.0, 1.0], [-0.1, 0.3, -0.1], [-0.2, -0.2, 0.1], [0.0, -0.1, 0.0], [0.1, -0.2, -0.5], [-0.2, -0.1, 0.1], [0.5, -0.3, 0.0], [0.3, 0.1, 0.7], [0.1, 0.0, 0.0], [-0.1, -0.1, 0.0], [-0.1, -0.3, -0.5], [0.4, 0.2, 0.0], [-0.7, 0.3, -0.3], [0.3, 0.0, -0.2], [-0.1, -0.1, 0.0], [-0.2, -0.6, -0.2], [0.1, 0.1, -0.4], [0.9, -0.4, 1.6], [0.3, 1.2, -0.3], [-2.2, -0.9, -2.0], [-0.5, 0.5, -0.4], [-1.2, -0.3, 1.0], [1.7, -1.4, -0.4], [-1.1, -0.3, -0.4], [-0.2, 0.7, -0.6], [1.8, 3.3, 0.6], [0.5, -2.5, -0.4], [-0.2, -0.7, 1.4], [-0.2, 0.7, 0.3], [0.3, 0.2, -0.2], [-0.2, -0.4, -0.3], [0.1, 0.0, -0.6], [-0.1, -0.1, 0.4], [0.4, -0.8, 0.6], [-0.1, -0.3, -0.1], [-0.4, 0.1, 0.0], [0.5, -0.3, -0.2], [0.3, 0.0, 0.6], [0.0, 0.5, -0.2], [0.1, 0.4, 0.0], [-0.1, -0.1, 0.3], [-0.2, 0.7, -0.4], [0.0, 0.4, -0.2], [-0.4, 0.5, 0.1], [-1.2, -0.6, 1.9], [0.7, 1.7, -2.2], [-1.0, 1.2, 0.3], [0.5, -0.5, -0.2], [-1.6, -2.9, 0.1], [-0.5, 0.7, -0.4], [0.6, 0.2, 0.8], [-0.4, -0.4, 0.8], [0.8, -1.8, 0.0], [0.1, 1.8, 0.2], [0.0, 0.1, -0.1], [0.4, -0.3, -0.4], [0.3, 0.0, 0.0], [0.5, -0.2, -0.3], [0.6, 0.2, -0.3], [0.0, 0.1, 0.0], [0.5, 0.1, -0.7], [0.1, -0.1, 0.0], [0.0, -0.1, -0.2], [-0.3, -0.1, -0.2], [-0.5, 1.0, 0.7], [0.1, -0.2, 0.1], [0.7, -0.1, -0.3], [-0.3, -0.4, -0.1], [0.2, 0.2, 0.3], [0.3, 1.0, -1.3], [-0.4, 0.0, 0.3], [0.4, 2.5, 1.2], [2.0, -1.2, 2.2], [-1.1, -0.5, -0.5], [0.3, 0.3, -1.6], [-0.2, 0.0, -0.2], [-0.5, 0.0, -0.3], [-1.9, -1.5, 0.4], [2.4, 0.7, -1.3], [-1.6, -0.2, -0.5], [0.0, 0.0, 0.2], [0.0, -0.1, -0.2], [-0.3, -0.4, 0.5], [0.0, 0.0, 0.1], [-0.6, -0.6, -0.3], [0.4, 0.1, 0.1], [0.1, -0.4, 0.2], [0.4, 0.2, -0.2], [0.0, -0.1, 0.2], [-0.2, 0.1, 0.0], [-0.3, -0.5, 0.3], [0.1, 0.2, 0.0], [-0.1, 0.4, -0.1], [0.6, -0.3, 0.3], [0.2, 0.2, 0.3], [0.6, 0.4, 0.3], [1.7, 1.1, 0.0], [-3.1, -1.0, 0.7], [2.5, 0.3, 1.0], [-2.0, 0.8, -2.1], [1.6, -2.7, -0.8], [-1.6, 0.7, 0.7], [0.8, 0.2, 1.3], [0.8, 1.1, -0.4], [-0.3, -1.0, 0.5], [-0.3, 0.4, 0.7], [-0.6, -0.2, 0.0], [0.0, 0.0, -0.3], [0.2, -0.2, -0.5], [-1.0, 0.0, 0.4], [0.4, -0.5, 0.1], [-0.3, -0.1, 0.1], [-0.2, 0.1, -0.4], [-0.2, 0.4, -0.2], [0.3, 0.2, 0.0], [0.0, -0.2, -0.1], [0.3, 0.3, -0.1], [0.1, 0.1, -0.1], [-0.1, 0.0, 0.2], [0.6, 0.1, -0.4], [-0.4, -0.3, -0.5], [-0.8, -0.4, -0.2], [0.7, -1.4, 0.0], [0.2, 1.5, 0.7], [-0.3, 0.1, 0.7], [1.1, -0.1, -1.5], [-0.2, 0.0, -0.5], [-0.6, -0.7, -0.2], [0.8, -0.2, -0.5], [-0.8, 0.1, 0.4], [1.5, 0.0, -1.2], [-0.9, 0.0, 1.2], [0.1, 0.1, -0.1], [0.0, 0.2, 0.0], [0.0, -0.1, 0.2], [-0.2, 0.6, -0.1], [-0.2, -0.3, -0.1], [0.4, 0.3, 0.0], [0.1, 0.3, 0.7], [-0.3, 0.2, 0.6], [-0.3, -0.2, -0.1], [0.0, 0.2, -0.2], [0.3, -0.2, 0.6], [0.1, 0.1, 0.2], [-0.3, 0.3, -0.2], [-0.6, -0.2, -0.8], [0.4, -0.2, 0.4]],
  "lowdin_charge": [0.951, 0.933, 0.935, -0.308, 0.618, -0.286, -0.256, -0.239, 0.365, -0.248, -0.314, -0.241, -0.302, 0.642, -0.272, -0.313, -0.232, 0.409, -0.359, -0.286, -0.242, -0.052, -0.292, -0.200, 0.478, -0.217, -0.169, -0.306, -0.063, -0.180, -0.268, -0.071, 0.074, 0.064, 0.072, 0.112, 0.103, 0.123, 0.120, 0.081, 0.063, 0.083, 0.109, 0.116, 0.077, 0.067, 0.076, -0.073, -0.290, -0.198, 0.535, -0.277, -0.208, -0.246, -0.085, -0.195, -0.264, -0.076, 0.086, 0.087, 0.081, 0.118, 0.133, 0.116, 0.106, 0.076, 0.067, 0.082, 0.114, 0.120, 0.071, 0.073, 0.073, -0.078, -0.288, -0.189, 0.474, -0.220, -0.206, -0.285, -0.076, -0.191, -0.225, -0.068, 0.070, 0.070, 0.074, 0.115, 0.122, 0.122, 0.121, 0.081, 0.080, 0.077, 0.110, 0.104, 0.071, 0.068, 0.067, -0.053, -0.263, -0.218, 0.490, -0.230, -0.209, -0.248, -0.064, -0.202, -0.304, -0.038, 0.077, 0.076, 0.068, 0.117, 0.106, 0.107, 0.113, 0.082, 0.078, 0.075, 0.111, 0.114, 0.073, 0.077, 0.073, -0.077, -0.306, -0.171, 0.527, -0.261, -0.207, -0.280, -0.066, -0.167, -0.262, -0.068, 0.062, 0.086, 0.075, 0.109, 0.122, 0.108, 0.116, 0.065, 0.076, 0.063, 0.108, 0.121, 0.087, 0.076, 0.074, -0.073, -0.282, -0.178, 0.404, -0.235, -0.209, -0.252, -0.064, -0.167, -0.256, -0.063, 0.074, 0.084, 0.079, 0.120, 0.120, 0.121, 0.103, 0.077, 0.077, 0.069, 0.118, 0.118, 0.076, 0.055, 0.084],
  "lumo_ev": -4.36,
  "energy_ev": -266215.5482,
  "e_above_lowest_kj_mol": 882.9,
  "total_charge": 1,
  "fmax_ev_per_a": 10.28,
  "gap_ev": 6.55
}